1.
{"formula": "C5H10O", "method": "the ωB97M-V functional and the def2-TZVPD basis", "total_energy_ha": -271.6930, "de_lowest_kcal_mol": 37.4, "smiles": "C[C@H]1C=CC1.O", "mol_weight_g_mol": 86.13, "symbols": ["C", "C", "C", "C", "C", "H", "H", "H", "H", "H", "H", "H", "H", "O", "H", "H"], "coordinates": [[-0.17875, 0.93145, -1.51291], [-0.83499, 0.76029, -0.14926], [-1.19323, -0.64025, 0.32086], [-0.42298, -0.57751, 1.41330], [0.10333, 0.80664, 1.10348], [-0.88150, 0.69479, -2.32044], [0.69721, 0.28039, -1.61684], [0.15196, 1.96767, -1.65088], [-1.67971, 1.45368, -0.04684], [-1.86086, -1.39847, -0.08264], [-0.23600, -1.25855, 2.24021], [-0.12163, 1.58700, 1.83891], [1.16934, 0.83647, 0.85223], [1.97644, -1.54116, -0.32093], [1.04322, -1.50031, -0.06494], [2.26815, -2.40213, -0.00331]], "forces_ev_per_a": [[0.0171, -0.0142, -0.0115], [-0.0577, 0.1101, -0.1009], [0.0042, -0.0690, 0.0746], [-0.1133, -0.0838, -0.0075], [0.1084, 0.1200, 0.0904], [0.1006, 0.0269, 0.1166], [-0.1461, 0.0927, 0.0171], [-0.0467, -0.1527, 0.0212], [0.1114, -0.0821, -0.0170], [0.0955, 0.1091, 0.0669], [-0.0519, 0.0870, -0.1374], [0.0273, -0.1097, -0.1038], [-0.1538, 0.0360, 0.0352], [-0.0319, -0.1768, 0.0306], [0.0711, 0.0552, -0.0125], [0.0658, 0.0513, -0.0619]]}

---

2.
{"formula": "C5H10O", "method": "the ωB97M-V functional and the def2-TZVPD basis", "total_energy_ha": -271.7166, "de_lowest_kcal_mol": 22.6, "smiles": "C[C@H]1OC1(C)C", "mol_weight_g_mol": 86.13, "symbols": ["C", "C", "O", "C", "C", "C", "H", "H", "H", "H", "H", "H", "H", "H", "H", "H"], "coordinates": [[-2.14536, 0.09473, 0.02007], [-0.83803, -0.30004, -0.62731], [-0.10468, 0.80729, -1.14263], [0.51460, 0.02172, -0.12760], [1.70539, -0.73924, -0.67178], [0.74437, 0.70694, 1.20020], [-2.84521, -0.74113, 0.07517], [-2.60246, 0.87864, -0.59088], [-2.02262, 0.50400, 1.02440], [-0.90292, -1.15172, -1.31258], [1.44079, -1.23756, -1.60950], [2.50211, -0.01913, -0.88997], [2.09796, -1.48177, 0.03090], [1.14833, -0.00162, 1.93123], [-0.16573, 1.14574, 1.61566], [1.47347, 1.51317, 1.07463]], "forces_ev_per_a": [[-0.0120, -0.0286, 0.0906], [-0.2404, -0.0790, -0.0144], [0.0792, 0.2201, -0.1641], [0.1517, -0.1105, 0.1769], [-0.0097, -0.0203, -0.0043], [-0.0275, 0.0197, 0.0056], [0.1127, -0.0136, 0.0108], [0.0084, -0.1224, 0.0221], [0.0340, -0.0618, -0.0783], [0.0142, 0.2198, 0.0529], [0.0341, 0.0597, 0.1564], [-0.0485, -0.1163, 0.0457], [-0.1275, 0.1101, -0.0487], [-0.0617, 0.0657, -0.1150], [0.1219, -0.0562, -0.1317], [-0.0288, -0.0863, -0.0045]]}

---

3.
{"formula": "C5H10O", "method": "the ωB97M-V functional and the def2-TZVPD basis", "total_energy_ha": -271.7113, "de_lowest_kcal_mol": 25.9, "smiles": "OCCC1CC1", "mol_weight_g_mol": 86.13, "symbols": ["O", "C", "C", "C", "C", "C", "H", "H", "H", "H", "H", "H", "H", "H", "H", "H"], "coordinates": [[-2.01674, 0.69813, -0.67506], [-0.86540, 0.86895, -1.47500], [0.27768, -0.06305, -1.07237], [0.71391, 0.12760, 0.36627], [1.19252, -1.03199, 1.18715], [-0.13064, -0.40072, 1.50759], [-1.73151, 0.80339, 0.24176], [-0.52021, 1.91609, -1.44798], [-1.17734, 0.65642, -2.50244], [1.13056, 0.11679, -1.74059], [-0.03935, -1.10257, -1.22700], [1.21506, 1.07559, 0.56268], [1.16996, -2.01577, 0.72577], [2.01720, -0.87602, 1.87530], [-1.02303, -0.97186, 1.26329], [-0.21269, 0.19901, 2.41062]], "forces_ev_per_a": [[-0.0411, 0.0761, 0.2294], [0.2747, 0.0455, -0.2855], [-0.0364, -0.0603, 0.0357], [-0.0166, 0.1349, -0.0491], [0.1661, -0.1255, 0.0341], [-0.1273, 0.0141, 0.0941], [-0.1440, -0.0229, -0.1331], [-0.0572, -0.1417, 0.0337], [0.0714, 0.0407, 0.1168], [-0.1177, -0.0488, 0.0805], [0.0114, 0.1169, 0.0639], [-0.1007, -0.1429, -0.0211], [0.0251, 0.1627, 0.0426], [-0.1190, -0.0122, -0.1067], [0.1656, 0.0771, 0.0139], [0.0457, -0.1134, -0.1493]]}

---

4.
{"formula": "C5H10O", "method": "the ωB97M-V functional and the def2-TZVPD basis", "total_energy_ha": -271.6794, "de_lowest_kcal_mol": 46.0, "mol_weight_g_mol": 86.13, "symbols": ["C", "C", "C", "C", "C", "O", "H", "H", "H", "H", "H", "H", "H", "H", "H", "H"], "coordinates": [[2.01253, -0.51965, -0.33934], [0.70576, -0.70520, 0.43110], [-0.51609, -0.55647, -0.43982], [-1.67441, -1.17827, -0.23969], [0.36189, 2.67021, 0.06694], [0.00204, 2.90065, -0.98518], [2.07315, 0.48962, -0.76458], [2.88050, -0.65609, 0.31332], [2.09488, -1.23359, -1.16579], [0.68589, -1.68828, 0.91705], [0.66172, 0.03803, 1.23976], [-0.42540, 0.12792, -1.28587], [-2.20687, 1.28102, 1.08816], [-2.53051, -1.01640, -0.88908], [-1.81188, -1.86945, 0.59003], [-2.31320, 1.91594, 1.46298]], "forces_ev_per_a": [[0.0576, 0.0180, -0.0458], [-0.0313, -0.0310, 0.0658], [-0.1394, -0.1012, 0.0021], [0.1293, 0.0342, -0.0502], [-0.4016, 0.3245, -1.2337], [0.4200, -0.2462, 1.2354], [-0.0009, -0.1655, 0.0415], [-0.1253, 0.0206, -0.0837], [-0.0286, 0.0798, 0.1115], [-0.0128, 0.1429, -0.0542], [-0.0007, -0.0756, -0.1183], [-0.0258, -0.0941, 0.1305], [-0.0148, 0.0755, 0.0510], [0.1434, -0.0076, 0.0737], [0.0436, 0.0743, -0.1124], [-0.0127, -0.0486, -0.0131]]}

---

5.
{"formula": "C5H10O", "method": "the ωB97M-V functional and the def2-TZVPD basis", "total_energy_ha": -271.7109, "de_lowest_kcal_mol": 26.2, "smiles": "C[C@H]1C[C@H]1CO", "mol_weight_g_mol": 86.13, "symbols": ["C", "C", "C", "C", "C", "O", "H", "H", "H", "H", "H", "H", "H", "H", "H", "H"], "coordinates": [[0.72528, -0.38724, 1.47848], [0.13744, -1.03465, 0.24406], [-1.30888, -0.86808, -0.12077], [-0.24088, -0.25203, -0.98780], [-0.10620, 1.25680, -1.05417], [1.22246, 1.72630, -0.92698], [1.81076, -0.25961, 1.37738], [0.27791, 0.59321, 1.68170], [0.55232, -1.00826, 2.36425], [0.55543, -2.01795, 0.03386], [-1.86687, -1.72484, -0.48682], [-1.89648, -0.18297, 0.48890], [-0.03190, -0.75881, -1.92774], [-0.44323, 1.60409, -2.03567], [-0.76330, 1.73041, -0.30777], [1.50685, 1.52832, -0.02655]], "forces_ev_per_a": [[-0.0151, 0.0583, 0.0396], [0.0996, -0.0691, 0.0432], [-0.1926, -0.0522, 0.0527], [0.0827, 0.0336, -0.1533], [-0.3816, -0.0903, -0.0432], [0.1835, -0.0127, 0.2115], [-0.1581, -0.0145, 0.0281], [0.0355, -0.1260, -0.0451], [0.0071, 0.0903, -0.1203], [-0.0690, 0.1658, 0.0179], [0.1151, 0.1305, 0.0370], [0.1146, -0.0977, -0.1077], [-0.0289, 0.0819, 0.1433], [-0.0177, -0.0448, 0.1388], [0.1461, -0.0800, -0.0556], [0.0787, 0.0269, -0.1870]]}

---

6.
{"formula": "C5H10O", "method": "the ωB97M-V functional and the def2-TZVPD basis", "total_energy_ha": -271.7093, "de_lowest_kcal_mol": 27.1, "smiles": "CC/C(C)=C\\O", "mol_weight_g_mol": 86.13, "symbols": ["C", "C", "C", "C", "C", "O", "H", "H", "H", "H", "H", "H", "H", "H", "H", "H"], "coordinates": [[-0.51004, 1.88968, -0.24772], [0.43386, 0.71695, -0.54103], [0.20344, -0.61600, 0.14555], [1.23455, -1.67086, -0.14746], [-0.78282, -0.86400, 1.01359], [-1.98973, -0.21968, 0.99670], [-0.70990, 1.99686, 0.82218], [-0.05091, 2.81881, -0.60083], [-1.47735, 1.80470, -0.75761], [0.56488, 0.60773, -1.62602], [1.42910, 1.00431, -0.16734], [2.25316, -1.39027, 0.14033], [0.97176, -2.62470, 0.31941], [1.24572, -1.85382, -1.23287], [-0.71401, -1.58932, 1.82212], [-2.10173, -0.01039, 0.06100]], "forces_ev_per_a": [[-0.0050, 0.0425, -0.0136], [0.0467, 0.0122, -0.0823], [-0.0290, 0.0434, 0.1727], [0.1396, -0.0594, 0.0872], [0.2728, -0.2228, -0.1211], [-0.0441, 0.1802, -0.0582], [0.0707, -0.0397, -0.1711], [-0.0580, -0.1314, 0.0257], [0.1578, -0.0049, 0.0521], [-0.0867, -0.0976, 0.0962], [-0.0786, 0.0296, -0.1639], [-0.0540, 0.0154, -0.0056], [0.1205, 0.1666, 0.0510], [0.0308, 0.0496, 0.2166], [-0.1093, -0.2849, -0.4276], [-0.3741, 0.3013, 0.3419]]}

---

7.
{"formula": "C5H10O", "method": "the ωB97M-V functional and the def2-TZVPD basis", "total_energy_ha": -271.7156, "de_lowest_kcal_mol": 23.2, "smiles": "C[C@@H](O)C1CC1", "mol_weight_g_mol": 86.13, "symbols": ["C", "C", "O", "C", "C", "C", "H", "H", "H", "H", "H", "H", "H", "H", "H", "H"], "coordinates": [[-2.05168, -0.16311, 0.33274], [-0.77403, 0.11624, -0.44000], [-0.95084, 1.38966, -1.03942], [0.44520, 0.06756, 0.46974], [1.47986, -1.00651, 0.28894], [1.80379, 0.41308, -0.07248], [-2.20280, 0.62868, 1.07477], [-1.99227, -1.12490, 0.85147], [-2.91463, -0.16595, -0.33907], [-0.65211, -0.64624, -1.22938], [-0.11216, 1.62261, -1.46004], [0.25827, 0.38861, 1.49335], [1.95577, -1.44541, 1.16066], [1.32999, -1.70104, -0.53567], [1.90140, 0.65741, -1.12894], [2.47624, 0.96931, 0.57333]], "forces_ev_per_a": [[-0.0263, -0.0156, 0.0335], [0.0207, -0.3213, 0.1891], [0.2700, 0.1928, -0.1726], [-0.1391, 0.0692, 0.0491], [0.0325, -0.2599, -0.0307], [0.1114, 0.1322, -0.0983], [0.0294, -0.1227, -0.0821], [-0.0143, 0.1045, -0.0926], [0.1263, -0.0361, 0.0837], [0.0219, 0.1293, 0.1003], [-0.2146, 0.0741, 0.0905], [0.0127, -0.0141, -0.1651], [-0.1114, 0.1067, -0.1061], [0.0090, 0.1188, 0.1748], [-0.0254, -0.0755, 0.1484], [-0.1028, -0.0824, -0.1221]]}

---

8.
{"formula": "C5H10O", "method": "the ωB97M-V functional and the def2-TZVPD basis", "total_energy_ha": -271.5937, "de_lowest_kcal_mol": 99.7, "mol_weight_g_mol": 86.13, "symbols": ["O", "C", "C", "C", "C", "C", "H", "H", "H", "H", "H", "H", "H", "H", "H", "H"], "coordinates": [[-0.18763, 1.52955, 2.23880], [0.96685, 1.80880, 1.67692], [-0.52908, 0.29265, -0.78691], [-0.99882, -1.08565, -0.26709], [0.41948, -1.62021, -0.57979], [0.92244, -0.15426, -0.52858], [-0.97662, 1.91426, 1.80646], [0.74665, 2.42291, 0.75848], [-0.91821, 1.18553, -0.27840], [-0.72050, 0.40623, -1.86048], [-1.85639, -1.55981, -0.75740], [-1.17809, -1.05067, 0.81572], [0.86574, -2.33729, 0.11944], [0.47812, -2.01817, -1.60220], [1.27116, 0.10300, 0.48330], [1.69490, 0.16313, -1.23827]], "forces_ev_per_a": [[0.1607, 0.2573, -0.0209], [-0.4134, 0.1633, 0.0774], [-0.2707, 0.1283, -0.0507], [-0.1213, -0.0289, 0.0081], [0.1194, -0.0754, 0.0126], [0.2521, -0.0073, -0.0254], [0.2080, -0.1397, -0.0422], [0.0861, -0.1053, 0.2473], [0.1082, -0.1615, -0.1654], [0.0129, -0.0435, 0.1867], [0.1804, 0.0885, 0.0994], [0.0550, -0.0423, -0.2339], [-0.1066, 0.1533, -0.1997], [-0.0191, 0.0528, 0.2690], [-0.0736, -0.1486, -0.2663], [-0.1779, -0.0909, 0.1040]]}